[1]
C14H21BF6HgN12O7S2 | the ωB97M-V functional and the def2-TZVPD basis

Cartesian coordinates (Å):
H -1.241 -0.372 3.105
H -0.061 0.440 -3.658
C -2.625 -0.157 4.750
N 2.763 -2.089 -0.716
N -2.461 -1.224 -2.373
H 4.385 -1.825 1.115
C 2.633 -1.211 0.345
O 0.271 0.978 1.466
N 1.655 -2.187 -1.578
S 3.583 1.114 -3.388
H -3.369 -4.414 -0.397
C 4.529 1.204 -1.807
H -3.672 0.139 4.901
H 3.657 -1.985 -1.182
O 1.783 -0.074 2.768
C -1.615 -0.988 -4.411
H 1.548 -3.151 -1.856
C 1.786 4.517 -2.276
N 2.854 2.489 -3.483
H -1.586 3.271 3.495
H -2.497 -1.189 5.073
C -0.902 -0.213 -3.502
F 2.189 5.325 -3.257
N -1.511 -1.970 0.538
N -1.429 -0.360 -2.287
O -1.783 0.633 5.573
H 1.783 -1.583 -2.383
Hg -0.551 0.111 -0.398
C -2.590 -1.606 -3.646
H -0.423 1.922 3.588
N -2.355 1.405 2.933
N 1.518 -0.587 0.517
C -1.459 2.224 3.765
C -0.965 -2.952 1.246
H -1.435 -5.126 1.427
C -1.854 2.001 5.213
F 3.734 1.448 -0.772
O 2.707 -0.017 -3.196
C -2.611 -3.818 0.084
H -2.950 -0.590 2.660
O 1.029 2.089 -1.731
H 3.508 -0.675 2.043
H -0.121 -2.745 1.886
N -2.516 -2.507 -0.177
B -3.349 -1.620 -1.142
S 1.421 2.824 -2.904
H -3.382 -2.283 -3.921
F 5.462 2.155 -1.862
C -2.262 -0.022 3.286
N 1.399 0.283 1.607
C -1.632 -4.157 1.000
F 5.149 0.027 -1.596
H -1.170 2.534 5.873
O 0.456 3.007 -3.947
F 2.735 4.480 -1.340
N 3.733 -1.058 1.128
H -2.874 2.375 5.378
H -3.672 -0.613 -0.568
O 4.608 1.021 -4.381
H -4.271 -2.275 -1.567
F 0.678 5.030 -1.737
N -2.504 1.972 0.515
H -1.454 -1.068 -5.472
C -2.405 1.696 1.634

## Properties
* 2S+1: 2
* expectation value of S²: 0.76
* lowest unoccupied orbital energy (spin up / spin down): 2.6 / 2.6 eV
* energy: -89897.129 eV
* charge: -1
* ΔE to the lowest compared entry with this formula, charge and spin: 0.0 kJ/mol

Here is what natural (NBO) gives for the atomic charges, in e:
1 H 0.22
2 H 0.24
3 C -0.07
4 N -0.46
5 N -0.28
6 H 0.38
7 C 0.60
8 O -0.71
9 N -0.66
10 S 2.28
11 H 0.21
12 C 0.71
13 H 0.16
14 H 0.37
15 O -0.57
16 C -0.36
17 H 0.35
18 C 0.72
19 N -1.24
20 H 0.21
21 H 0.20
22 C -0.01
23 F -0.31
24 N -0.38
25 N -0.44
26 O -0.52
27 H 0.39
28 Hg 1.57
29 C 0.00
30 H 0.24
31 N -0.49
32 N -0.54
33 C -0.25
34 C -0.05
35 H 0.22
36 C -0.07
37 F -0.30
38 O -0.99
39 C -0.03
40 H 0.23
41 O -0.96
42 H 0.43
43 H 0.22
44 N -0.30
45 B 0.17
46 S 2.26
47 H 0.22
48 F -0.31
49 C -0.25
50 N 0.43
51 C -0.38
52 F -0.34
53 H 0.20
54 O -0.93
55 F -0.31
56 N -0.82
57 H 0.16
58 H -0.03
59 O -0.93
60 H -0.05
61 F -0.31
62 N -0.44
63 H 0.23
64 C 0.48



[2]
C40H32F9OP2Sm | the ωB97M-V functional and the def2-TZVPD basis

Cartesian coordinates (Å):
H 4.106 -3.190 2.148
H -4.070 -5.729 1.369
H -0.339 -4.732 -0.576
C 1.662 2.235 -1.314
H -2.752 -1.625 1.282
C 0.206 0.014 4.292
P 0.084 1.961 -0.505
C 0.599 -1.338 -2.715
C 2.022 -3.524 -1.108
H 1.578 -1.161 -2.291
C 2.288 -2.662 1.140
H 1.476 2.511 2.026
C -1.743 -1.837 -2.350
C -1.218 -4.444 0.005
C -0.147 3.276 0.772
C 0.393 4.119 2.989
H -2.562 -2.119 -1.682
H -2.125 -6.405 -0.061
H -0.812 5.756 3.707
C 2.721 1.314 -1.123
C -0.446 -1.715 -1.864
Sm -1.011 0.322 1.442
C 1.480 0.542 4.966
H -4.261 1.822 -4.228
F -0.137 -1.704 5.983
C 4.165 2.748 -2.439
C -2.010 -1.627 -3.705
C -1.358 2.138 -1.627
F -1.186 -1.936 4.067
C 0.651 3.231 1.946
H -4.676 1.387 -1.799
C -1.064 0.798 4.662
H 1.110 -1.012 -4.829
C -2.171 2.336 -3.908
P -0.082 -1.876 -0.080
F 1.731 1.796 4.503
H -3.028 -1.672 -4.065
H 3.674 -4.682 -1.874
C -3.469 -3.665 1.480
H -4.333 -3.348 2.076
C 3.963 1.574 -1.700
C -1.152 4.258 0.658
H 1.064 4.141 -2.150
H 1.021 4.099 3.881
H 5.148 2.951 -2.874
C -2.534 -2.700 1.096
H 0.654 1.227 -3.852
C -2.214 -5.383 0.304
H 1.891 -2.094 1.984
H 2.555 0.414 -0.529
H -0.166 2.921 -3.240
H -1.747 4.310 -0.258
C -2.667 1.832 -1.187
C -0.036 -1.468 4.658
C 3.287 -4.118 -1.026
H 1.450 -3.638 -2.030
C 1.875 3.423 -2.029
C 0.340 -1.225 -4.087
C 3.538 -3.274 1.223
C -1.403 5.129 1.721
C 4.049 -3.998 0.138
C -3.683 1.684 -2.139
H 4.778 0.856 -1.574
C -0.628 5.066 2.882
F 0.950 -2.258 4.158
F -1.611 0.488 5.841
H -1.966 2.515 -4.966
C -3.320 -4.996 1.082
C -3.445 1.931 -3.500
F -2.049 0.527 3.641
F 2.545 -0.220 4.620
C -1.142 2.499 -2.968
H 5.029 -4.473 0.215
C -0.951 -1.359 -4.576
H -2.198 5.875 1.637
C 1.516 -2.771 -0.035
C -1.358 -3.117 0.426
H 0.218 1.379 -4.473
C 3.126 3.672 -2.600
H -1.079 -1.191 -5.645
H 3.282 4.587 -3.174
O 0.507 0.090 2.921
F -0.868 2.136 4.597
H -2.907 1.794 -0.104
F 1.387 0.599 6.318

## Properties
* 2S+1: 6
* expectation value of S²: 8.77
* lowest unoccupied orbital energy (spin up / spin down): -7.7 / -6.0 eV
* energy: -104972.132 eV
* charge: +2
* ΔE to the lowest compared entry with this formula, charge and spin: 0.0 kJ/mol

Here is what Löwdin gives for the atomic charges, in e:
1 H 0.12
2 H 0.12
3 H 0.11
4 C -0.38
5 H 0.06
6 C -0.27
7 P 0.97
8 C -0.12
9 C -0.10
10 H 0.09
11 C -0.09
12 H 0.11
13 C -0.08
14 C -0.06
15 C -0.39
16 C -0.07
17 H 0.11
18 H 0.12
19 H 0.13
20 C -0.09
21 C -0.38
22 Sm 1.56
23 C -0.49
24 H 0.13
25 F 0.19
26 C -0.04
27 C -0.05
28 C -0.38
29 F 0.13
30 C -0.12
31 H 0.12
32 C -0.42
33 H 0.12
34 C -0.05
35 P 1.00
36 F 0.15
37 H 0.11
38 H 0.12
39 C -0.06
40 H 0.12
41 C -0.05
42 C -0.07
43 H 0.12
44 H 0.12
45 H 0.12
46 C -0.15
47 H 0.09
48 C -0.03
49 H 0.08
50 H 0.09
51 H 0.06
52 H 0.11
53 C -0.14
54 C -0.48
55 C -0.05
56 H 0.11
57 C -0.09
58 C -0.11
59 C -0.05
60 C -0.04
61 C -0.05
62 C -0.06
63 H 0.12
64 C -0.04
65 F 0.16
66 F 0.23
67 H 0.12
68 C -0.04
69 C -0.04
70 F -0.03
71 F 0.18
72 C -0.13
73 H 0.12
74 C -0.07
75 H 0.12
76 C -0.36
77 C -0.37
78 H 0.10
79 C -0.04
80 H 0.12
81 H 0.12
82 O -0.31
83 F 0.18
84 H 0.08
85 F 0.19



[3]
C4H6O | the ωB97M-V functional and the def2-TZVPD basis

Cartesian coordinates (Å):
H -0.056 -2.036 0.248
C 0.069 0.015 -0.302
H -0.604 0.368 -2.517
C 0.741 -1.312 0.040
O -1.009 1.911 -0.245
H 1.265 -1.311 1.008
H 0.922 1.886 1.028
C -1.056 0.664 0.368
H -1.750 0.127 1.003
H 1.228 -1.711 -0.868
C 0.251 1.399 0.238

## Properties
* 2S+1: 1
* lowest unoccupied orbital energy (spin up / spin down): 0.2 / 0.4 eV
* energy: -6284.655 eV
* charge: 0
* ΔE to the lowest compared entry with this formula, charge and spin: 700.7 kJ/mol

Here is what natural (NBO) gives for the atomic charges, in e:
1 H 0.22
2 C 0.03
3 H -0.12
4 C -0.69
5 O -0.43
6 H 0.22
7 H 0.23
8 C 0.02
9 H 0.23
10 H 0.25
11 C 0.03



[4]
C4H8NO | the ωB97M-V functional and the def2-TZVPD basis

Cartesian coordinates (Å):
H 0.460 0.154 -1.657
H -0.741 -1.555 0.815
H -0.998 1.244 -0.247
C 1.987 0.605 -0.394
H -2.348 -0.844 0.334
N 0.828 0.361 -0.742
H 0.010 0.761 1.052
C -1.213 0.409 -2.843
C -1.193 -0.824 0.066
O -2.150 0.690 -3.329
C -0.375 0.447 0.099
H 2.761 0.441 -1.113
H -1.211 -1.020 -1.085
H 1.995 0.982 0.630

## Properties
* 2S+1: 3
* expectation value of S²: 2.01
* lowest unoccupied orbital energy (spin up / spin down): -3.1 / -10.2 eV
* energy: -7801.005 eV
* charge: +1
* ΔE to the lowest compared entry with this formula, charge and spin: 261.7 kJ/mol

Here is what natural (NBO) gives for the atomic charges, in e:
1 H 0.42
2 H 0.28
3 H 0.32
4 C -0.15
5 H 0.29
6 N -0.19
7 H 0.24
8 C 0.44
9 C -0.63
10 O -0.39
11 C -0.28
12 H 0.23
13 H 0.23
14 H 0.20



no.,largest force on an atom (Eh/bohr)
1,0.00298
2,0.04742
3,0.04527
4,0.33462